Entry 1:
Density functional theory data (ωB97M-V/def2-TZVPD) for a cluster of 2 separate species, C2H4OS3 in total.

Structure (XYZ):
```
10
Properties=species:S:1:pos:R:3:forces:R:3:nbo_charge:R:1
H -2.085 1.765 -0.371 0.795 -0.821 0.268 0.19
H -1.821 -0.084 1.407 0.813 -0.513 0.645 0.25
S 0.272 1.673 -0.421 -1.110 -0.879 0.264 0.03
H -2.593 -0.785 0.089 1.227 0.995 -0.488 0.23
O 3.908 0.438 -0.309 -0.444 -0.842 0.558 -0.81
S 3.239 -0.732 0.272 0.381 0.829 -0.772 1.06
C -1.595 -0.309 0.368 -0.844 0.254 -1.023 -0.70
S 2.677 -2.048 -0.942 0.014 0.060 0.192 -0.25
C -1.227 1.057 -0.174 -0.642 1.084 -0.625 -0.24
H -0.775 -0.974 0.079 -0.191 -0.167 0.981 0.24
```
Positions in Å, forces in eV/Å.

Summary:
LUMO level ... -0.062 Eh
Frontier orbital gap ... 7.2003 eV

Entry 2:
Density functional theory data (ωB97M-V/def2-TZVPD) for the molecule C2H4OSi.

Structure (XYZ):
```
8
Properties=species:S:1:pos:R:3:forces:R:3:nbo_charge:R:1
H 1.312 0.827 1.756 0.469 -0.113 -0.156 -0.17
H -0.100 1.628 -0.297 0.745 1.171 0.128 -0.20
H 0.643 -2.064 -2.617 0.389 -2.039 -2.744 0.21
O -1.106 0.702 1.657 -0.969 -0.489 1.803 -1.12
Si 0.221 0.750 0.809 -0.298 -1.819 -4.479 1.48
C 0.285 -0.756 -0.946 0.890 1.526 3.521 -0.40
C 0.727 -1.487 -1.808 -0.976 1.873 2.244 -0.33
H -1.981 0.399 1.447 -0.250 -0.108 -0.318 0.53
```
Positions in Å, forces in eV/Å.

Summary:
LUMO level ... 0.017 Eh
Frontier orbital gap ... 10.1940 eV
SMILES string ... C#C[SiH2]O

Entry 3:
Density functional theory data (ωB97M-V/def2-TZVPD) for a cluster of 2 separate species, C2H4OSi in total.

Structure (XYZ):
```
8
Properties=species:S:1:pos:R:3:forces:R:3:nbo_charge:R:1
O 0.489 -0.880 1.014 0.994 0.021 -1.282 -1.13
H 2.793 0.276 -1.452 -1.989 -0.382 -0.457 0.25
Si -0.649 -0.563 1.930 0.609 -1.043 0.994 1.57
C 0.585 -0.025 -2.149 1.625 0.586 0.766 -0.26
H -0.641 -1.563 3.032 -0.890 0.532 0.234 -0.21
C 1.720 0.125 -1.750 0.395 0.069 -0.327 -0.22
H -1.462 0.617 1.821 -0.719 0.446 0.212 -0.22
H -0.451 -0.016 -2.381 -0.026 -0.228 -0.140 0.23
```
Positions in Å, forces in eV/Å.

Summary:
LUMO level ... -0.013 Eh
Frontier orbital gap ... 9.4635 eV
SMILES string ... O=[SiH2].C#C

- What is the frontier orbital gap in the first record?
  7.2003 eV

- Look up the LUMO level of the third one.
  -0.013 Eh